Entry 1:
87
Properties=species:S:1:pos:R:3 method="wB97M-V/def2-TZVPD" lumo_energy_ev=-6.51 de_lowest_kj_mol=0.00 charge=+2
Ir -0.05284 -0.51588 -0.05021
Br 5.25371 -1.77887 4.90995
C 4.17178 -1.34878 3.43372
C 4.76991 -1.03252 2.19714
C 4.00329 -0.72102 1.10689
C 2.59584 -0.71519 1.17409
O 1.95084 -0.43737 0.07280
C 1.98783 -1.00946 2.42894
C 0.59795 -0.94024 2.70746
N -0.37054 -0.69425 1.87675
C -1.73724 -0.58635 2.25835
C -2.20498 -0.50022 3.54408
C -3.59030 -0.40704 3.78623
C -4.48597 -0.37848 2.75418
C -4.02627 -0.42906 1.41888
C -4.87978 -0.36000 0.29247
C -4.34140 -0.37571 -0.96216
C -2.94767 -0.46228 -1.11082
N -2.12666 -0.54801 -0.08540
C -2.64609 -0.53073 1.18281
C 2.81560 -1.32719 3.54485
H 5.84886 -1.03589 2.11483
H 4.46362 -0.47669 0.15889
H 0.31234 -1.09671 3.74331
H -1.53018 -0.49309 4.38886
H -3.93739 -0.34964 4.80837
H -5.54821 -0.30023 2.94406
H -5.94996 -0.28616 0.43893
H -4.95985 -0.32155 -1.84623
H -2.49767 -0.47578 -2.09368
H 2.35018 -1.55012 4.49689
F 5.30553 4.72112 1.87038
C 4.18896 4.16642 1.40240
C 3.54762 3.21370 2.17381
C 2.39179 2.63462 1.67661
C 1.89385 3.01100 0.43257
C 2.55681 3.97979 -0.31925
C 3.71622 4.56382 0.16379
Sb 0.13841 2.13023 -0.29477
C 0.51678 1.54797 -2.28504
C -0.58200 1.25859 -3.10425
C -0.39927 0.75395 -4.38297
C 0.89507 0.53091 -4.81803
F 1.08248 0.04578 -6.04232
C 2.00400 0.78795 -4.02693
C 1.80904 1.28690 -2.75117
C -1.30242 3.64620 -0.46211
C -1.44316 4.35709 -1.65182
C -2.35302 5.39963 -1.73238
C -3.10653 5.70826 -0.61443
F -3.98276 6.70788 -0.68849
C -2.98634 5.01801 0.57934
C -2.07608 3.97719 0.64946
H 3.95441 2.94431 3.13902
H 1.88427 1.88471 2.27233
H 2.17618 4.29246 -1.28519
H 4.25145 5.31758 -0.39704
H -1.59058 1.47764 -2.76680
H -1.23018 0.54907 -5.04454
H 2.99353 0.59676 -4.41929
H 2.66717 1.47742 -2.11764
H -0.84421 4.11370 -2.52138
H -2.48111 5.97400 -2.63957
H -3.59437 5.30461 1.42619
H -1.97081 3.43649 1.58369
C -2.48546 -4.01922 0.04846
C -1.05879 -4.05697 0.58865
As 0.19556 -2.94753 -0.39919
C 0.06221 -3.53121 -2.25395
C -0.89259 -2.72676 -3.12575
C 1.95241 -3.62144 0.10211
C 2.17676 -5.08450 -0.26828
H -3.14853 -4.58357 0.70326
H -2.54337 -4.47487 -0.94068
H -2.87934 -3.00448 -0.02402
H -0.66244 -5.07213 0.53702
H -1.00570 -3.74889 1.63498
H -0.21533 -4.58607 -2.21888
H 1.07704 -3.48260 -2.65215
H -1.91810 -2.77393 -2.75803
H -0.88824 -3.11547 -4.14386
H -0.58197 -1.67718 -3.18096
H 2.06663 -3.46484 1.17721
H 2.67414 -2.97093 -0.39426
H 1.47661 -5.75068 0.23545
H 3.17938 -5.38432 0.03496
H 2.09964 -5.25364 -1.34148

---

Entry 2:
80
Properties=species:S:1:pos:R:3 method="wB97M-V/def2-TZVPD" lumo_energy_ev="2.14 / 1.36" s_squared=6.0608 charge=-1 multiplicity=5
C 5.04076 -4.76454 2.55149
C 3.75567 -5.43182 2.65157
C 3.22635 -5.19461 3.98098
C 4.18282 -4.38001 4.70667
C 5.30861 -4.11463 3.82493
Fe 3.62635 -3.47061 3.04042
C 3.52798 -1.54906 3.55880
C 4.08392 -1.70900 2.21452
C 3.14214 -2.44339 1.41930
C 1.94943 -2.71530 2.23952
C 0.77449 -3.37371 1.77496
C -0.45333 -3.40408 2.49336
C -1.31072 -4.54265 2.45757
C -2.55818 -4.52845 3.06726
C -3.01667 -3.37378 3.71486
C -2.19896 -2.24101 3.77722
C -0.93029 -2.25826 3.20766
C 2.23577 -2.17601 3.58504
H 5.73874 -4.85858 1.72629
H 3.34141 -6.11670 1.91815
H 2.34532 -5.66790 4.40560
H 4.13055 -4.13098 5.76230
H 6.23825 -3.63475 4.10987
H 3.98342 -0.98848 4.36944
H 5.00874 -1.26643 1.86137
H 3.16797 -2.62311 0.35125
H 0.90800 -3.99460 0.88623
H -0.92645 -5.44584 1.97693
H -3.16862 -5.43491 3.06650
H -4.00493 -3.36660 4.17245
H -2.54146 -1.34941 4.30795
H -0.28596 -1.38363 3.29926
H 1.49829 -2.15270 4.37450
C -2.79381 3.92188 1.32363
C -3.45727 4.08257 0.10415
C -2.99611 3.42253 -1.03602
C -1.84812 2.62311 -0.97281
Si -1.12542 1.94548 -2.54312
C -0.12507 0.43399 -2.21810
C -0.52931 -0.42132 -1.18877
C 0.16595 -1.60936 -0.95799
C 1.28123 -1.92865 -1.73347
C 1.69664 -1.06269 -2.75228
C 0.99799 0.12182 -2.99141
C -2.44264 1.64882 -3.81052
C -3.08815 0.40631 -3.79713
C -4.14676 0.15476 -4.67213
C -4.55346 1.14483 -5.57268
C -3.88540 2.37039 -5.61540
C -2.81389 2.61563 -4.75040
O -0.04986 3.06782 -3.25801
C 0.27053 4.21567 -2.64765
C 0.86201 4.35245 -1.42574
C 0.82214 5.77626 -1.01941
C 0.06829 6.51464 -2.16847
C -0.15975 5.50839 -3.29735
C -1.21390 2.43104 0.26128
C -1.67709 3.08732 1.40332
H -3.14990 4.44261 2.21339
H -4.33449 4.72288 0.03213
H -3.52548 3.53143 -1.98362
H -1.37978 -0.16193 -0.55922
H -0.16505 -2.27483 -0.16280
H 1.82182 -2.85793 -1.54738
H 2.56569 -1.30993 -3.35959
H 1.32398 0.80064 -3.77869
H -2.76058 -0.36074 -3.09607
H -4.64926 -0.81091 -4.64417
H -5.39131 0.95632 -6.24565
H -4.19122 3.14371 -6.31871
H -2.27012 3.55878 -4.81264
H 1.31019 3.54941 -0.84303
H 0.30667 5.94967 -0.06399
H 1.83134 6.19712 -0.90519
H -0.89063 6.89790 -1.80131
H 0.66869 7.36301 -2.52291
H 0.50642 5.71425 -4.15110
H -1.20718 5.48910 -3.64780
H -0.34079 1.78080 0.33151
H -1.15725 2.94046 2.34916

---

Entry 3:
92
Properties=species:S:1:pos:R:3 method="wB97M-V/def2-TZVPD" lumo_energy_ev="-0.24 / -0.76" s_squared=0.7682 multiplicity=2
Ir -0.32729 0.56069 -0.76441
S -1.14041 -1.41741 0.01532
P 0.62079 -2.29847 0.80564
C 1.81027 -1.27880 1.27743
P 1.40439 0.08705 2.10001
S -0.21283 1.29850 1.39584
C 2.83985 1.19762 2.20706
C 4.10556 0.61703 2.17577
C 5.23862 1.41164 2.26298
C 5.11535 2.79015 2.36877
C 3.85640 3.37245 2.38476
C 2.72241 2.57852 2.30539
C 0.92640 -0.17679 3.85087
C 1.86017 -0.84738 4.64248
C 1.54607 -1.22808 5.93499
C 0.28996 -0.94576 6.45873
C -0.64166 -0.27751 5.68152
C -0.32591 0.10299 4.38265
C 1.19964 -3.42876 -0.49648
C 2.52409 -3.34656 -0.90744
C 2.99209 -4.18106 -1.91435
C 2.13649 -5.09248 -2.51485
C 0.80890 -5.17245 -2.10847
C 0.34355 -4.34171 -1.10313
C -0.06529 -3.44812 2.05307
C 0.77804 -4.46919 2.49304
C 0.39210 -5.30101 3.52906
C -0.84164 -5.11980 4.14384
C -1.68068 -4.10327 3.71766
C -1.29415 -3.26980 2.67552
H 4.18404 -0.45664 2.05358
H 6.22000 0.95409 2.23920
H 6.00041 3.41119 2.42630
H 3.75570 4.44820 2.44336
H 1.74276 3.03853 2.29180
H 2.83409 -1.08910 4.23307
H 2.27896 -1.75355 6.53394
H 0.04069 -1.25287 7.46636
H -1.62320 -0.05520 6.08068
H -1.07007 0.60365 3.77779
H 3.16360 -2.61730 -0.42264
H 4.02671 -4.12089 -2.22898
H 2.50121 -5.74227 -3.30044
H 0.13928 -5.88177 -2.57761
H -0.69296 -4.40082 -0.79025
H 1.74704 -4.60253 2.02545
H 1.05302 -6.09161 3.86069
H -1.14308 -5.76968 4.95533
H -2.63944 -3.95304 4.19720
H -1.94614 -2.46532 2.35923
C 1.79617 2.87012 -4.25949
C 1.28797 1.95327 -3.16451
O 0.13703 2.49631 -2.48600
P 0.82306 0.28952 -3.75857
O 2.12258 -0.43270 -4.27624
O -0.00902 0.45858 -5.10128
O 0.02424 -0.42192 -2.72389
P 2.47546 1.77994 -1.74123
O 3.65343 0.87350 -2.40297
O 2.99338 3.08260 -1.31642
O 1.71257 0.83768 -0.83016
H 1.02043 3.06030 -5.00469
H 2.65677 2.42512 -4.76126
H 2.10710 3.81232 -3.80969
H -0.56630 2.68683 -3.12187
H 2.84704 -0.45126 -3.62286
H 0.49267 0.28326 -5.90598
H 4.50904 1.29546 -2.26020
N -2.12870 1.08184 -0.85139
C -3.08111 1.71777 -1.37476
C -3.97241 1.01379 -2.34631
C -3.42084 0.06146 -3.20000
C -4.23192 -0.62990 -4.08568
C -5.59868 -0.39050 -4.10876
C -6.15526 0.54011 -3.24258
C -5.34581 1.24390 -2.36497
C -3.31416 3.14212 -1.00590
C -2.81299 3.63152 0.19963
C -2.96471 4.96845 0.52270
C -3.61123 5.82928 -0.35467
C -4.10457 5.34981 -1.55858
C -3.96014 4.00950 -1.88511
H -2.36054 -0.15366 -3.15974
H -3.79478 -1.36501 -4.74842
H -6.23303 -0.93619 -4.79518
H -7.22293 0.71546 -3.24683
H -5.78251 1.95955 -1.68060
H -2.30906 2.95746 0.88027
H -2.57409 5.34000 1.46064
H -3.72725 6.87478 -0.10070
H -4.60102 6.01942 -2.24866
H -4.32977 3.64484 -2.83439

---

Entry 4:
88
Properties=species:S:1:pos:R:3 method="wB97M-V/def2-TZVPD" lumo_energy_ev="-2.11 / -3.53" s_squared=2.0557 charge=+1 multiplicity=3
Ni -0.22459 0.21675 2.41079
O 1.22761 1.14435 6.33529
C 0.84101 1.05615 5.08449
O 0.45831 0.03875 4.55649
C 0.90431 2.37365 4.32589
O 1.10541 2.10055 2.95639
C 2.47251 1.96755 2.60919
C 2.68841 1.04615 1.40879
O 3.71191 1.04815 0.78269
O 1.64441 0.26715 1.17789
H 1.14321 0.30965 6.82829
H -0.07769 2.85345 4.42009
H 1.67191 3.03505 4.73369
H 2.90331 2.94855 2.36509
H 3.05431 1.53495 3.43409
C 0.24181 2.63515 -0.86841
C -0.56459 2.93775 0.40029
P -1.49049 1.43875 0.96559
C -2.60539 2.07375 2.28229
C -3.50079 3.12845 2.14429
C -4.37549 3.42925 3.17259
C -4.37869 2.66905 4.33089
C -3.49999 1.60805 4.47279
C -2.61969 1.31495 3.44989
C -2.76599 1.18195 -0.31791
C -3.24549 2.20195 -1.13061
C -4.25229 1.94205 -2.04421
C -4.77899 0.66645 -2.16081
C -4.30179 -0.35615 -1.35661
C -3.30429 -0.09515 -0.43681
P -0.02079 0.85325 -1.37851
C 1.71831 -0.72885 0.09409
C 2.93511 -1.57995 0.25579
C 3.20541 -2.26215 1.39229
C 2.37031 -2.41825 2.51999
C 0.99901 -2.21095 2.59499
C 0.11121 -1.81135 1.58959
C 0.00451 1.00835 -3.19841
C 0.99671 1.73005 -3.85621
C 1.06621 1.70135 -5.23721
C 0.15151 0.95685 -5.96681
C -0.84699 0.25425 -5.31521
C -0.91949 0.27935 -3.93391
H 1.30331 2.84475 -0.71841
H -0.11279 3.25495 -1.69591
H -1.26009 3.76845 0.25729
H 0.08891 3.20475 1.23289
H -3.53809 3.70345 1.23199
H -5.07029 4.24785 3.06489
H -5.07859 2.89605 5.11819
H -3.51609 1.00565 5.36759
H -1.94159 0.44665 3.52699
H -2.84329 3.20175 -1.05951
H -4.63309 2.74595 -2.65731
H -5.56319 0.47245 -2.87561
H -4.71829 -1.34945 -1.44241
H -2.92779 -0.87895 0.20599
H 3.63261 -1.57305 -0.56351
H 4.17261 -2.74145 1.44859
H 2.83881 -2.84725 3.39329
H 0.52861 -2.50615 3.52559
H -0.93369 -2.12325 1.67889
H 1.71651 2.30705 -3.29031
H 1.84211 2.25325 -5.74751
H 0.21951 0.92425 -7.04281
H -1.56459 -0.31795 -5.88261
H -1.68739 -0.27145 -3.41031
S 1.81451 -2.90805 -4.05301
C 1.30351 -1.82945 -2.71701
C 0.08661 -2.19215 -2.06041
C -0.22589 -2.03525 -0.75291
N 0.50661 -1.51985 0.27359
C 1.70661 0.07405 -1.22411
C 2.07241 -0.79105 -2.37281
C 2.37431 -4.17645 -2.90111
C 1.48431 -5.05775 -2.31071
C 1.98961 -5.94545 -1.37091
N 3.26041 -5.98035 -1.01971
C 4.10321 -5.15205 -1.60411
C 3.71431 -4.22025 -2.55631
H -0.62249 -2.73385 -2.66721
H -1.16069 -2.46625 -0.42051
H 2.45211 0.86775 -1.12661
H 2.98501 -0.57745 -2.90511
H 0.43901 -5.06515 -2.57451
H 1.34611 -6.66145 -0.87881
H 5.13651 -5.23245 -1.29801
H 4.42641 -3.55475 -3.01831

---

Entry 5:
90
Properties=species:S:1:pos:R:3 method="wB97M-V/def2-TZVPD" lumo_energy_ev=-0.56 de_lowest_kj_mol=0.00
Pd -1.05114 0.08442 1.10916
N -1.43811 0.56433 5.36691
N -2.61486 -0.11595 5.02898
C -2.64712 -0.74975 3.85032
N -3.84915 -0.97920 3.31957
S -1.23396 -1.35602 3.08365
H -1.42507 0.69373 6.36865
H -1.46656 1.46246 4.88955
H -3.47493 0.37669 5.23754
H -4.55926 -0.28165 3.50446
H -3.82660 -1.28438 2.35790
C 4.22822 0.09083 -4.23439
C 3.12425 0.64319 -3.33831
C 2.85137 2.11076 -3.72196
C 1.82477 -0.14255 -3.48330
C 1.47971 -0.98290 -4.53279
C 0.22386 -1.58049 -4.57423
C -0.71418 -1.33469 -3.58353
C -0.39473 -0.50706 -2.50987
P -1.55005 0.04346 -1.20753
C -2.18067 1.58368 -1.93708
C -3.41553 2.07577 -1.51777
C -3.88456 3.28352 -2.00576
C -3.13450 4.00815 -2.92021
C -1.90797 3.52072 -3.34526
C -1.42887 2.31700 -2.85283
C -2.88385 -1.17949 -1.35862
C -3.89628 -1.07118 -2.30772
C -4.86031 -2.06302 -2.41188
C -4.82012 -3.16586 -1.56948
C -3.81103 -3.27852 -0.62394
C -2.84613 -2.28784 -0.51635
C 0.87149 0.04084 -2.49085
O 1.17809 0.82420 -1.40557
C 2.45066 0.61062 -0.94387
C 2.60964 0.35036 0.39947
C 3.91670 0.22263 0.87682
C 4.98976 0.28531 0.01049
C 4.77919 0.41235 -1.36087
C 3.49944 0.57173 -1.86258
P 1.21057 -0.16187 1.47088
C 1.55411 0.77514 2.98862
C 2.49193 0.39362 3.94537
C 2.73762 1.20644 5.03992
C 2.06012 2.41103 5.18040
C 1.13414 2.79747 4.22366
C 0.87028 1.98038 3.13322
C 1.67944 -1.91067 1.69483
C 1.67530 -2.57400 2.91898
C 1.95875 -3.93147 2.97442
C 2.23281 -4.64054 1.81588
C 2.22511 -3.98916 0.59020
C 1.95659 -2.63168 0.53074
H 3.93180 0.15061 -5.28179
H 4.45966 -0.94886 -3.99723
H 5.13785 0.68221 -4.12888
H 2.53296 2.16986 -4.76434
H 3.76058 2.70212 -3.60103
H 2.07356 2.54913 -3.09631
H 2.18488 -1.17608 -5.33021
H -0.02772 -2.23451 -5.39854
H -1.69462 -1.78995 -3.63975
H -4.00022 1.53461 -0.79073
H -4.82890 3.66325 -1.64016
H -3.49900 4.95622 -3.29472
H -1.31618 4.07977 -4.05908
H -0.46971 1.95613 -3.20026
H -3.93442 -0.21073 -2.96490
H -5.64810 -1.96838 -3.14802
H -5.57696 -3.93587 -1.64765
H -3.77665 -4.13420 0.03848
H -2.06933 -2.36932 0.23641
H 4.09263 0.04260 1.92896
H 5.99618 0.18475 0.39401
H 5.62558 0.37718 -2.03337
H 3.03481 -0.53819 3.84827
H 3.46136 0.89839 5.78356
H 2.25865 3.04660 6.03401
H 0.60029 3.73461 4.32111
H 0.11599 2.28565 2.41374
H 1.43058 -2.04114 3.82712
H 1.95702 -4.43640 3.93172
H 2.45020 -5.69958 1.86604
H 2.43113 -4.53647 -0.32048
H 1.95779 -2.13089 -0.43126
O -4.22972 2.64151 1.28305
S -3.04564 1.99792 1.79629
O -3.02862 0.54704 1.15170
O -1.76535 2.57887 1.36402
O -3.08074 1.83063 3.25622

---

Number 1: strongest force on any atom 0.44 eV Å⁻¹, calculated total energy -7184.69207 Eh. Number 2: strongest force on any atom 7.56 eV Å⁻¹, calculated total energy -3174.67608 Eh. Number 3: strongest force on any atom 0.84 eV Å⁻¹, calculated total energy -4394.21515 Eh. Number 4: strongest force on any atom 1.28 eV Å⁻¹, calculated total energy -4621.08888 Eh. Number 5: strongest force on any atom 0.24 eV Å⁻¹, calculated total energy -3693.98634 Eh.